1.
{"formula": "C25H72BIO10S10", "method": "ωB97M-V/def2-TZVPD", "elements": ["C", "C", "C", "C", "C", "B", "I", "H", "H", "H", "H", "H", "H", "H", "H", "H", "H", "H", "H", "C", "S", "O", "C", "H", "H", "H", "H", "H", "H", "C", "S", "O", "C", "H", "H", "H", "H", "H", "H", "C", "S", "O", "C", "H", "H", "H", "H", "H", "H", "C", "S", "O", "C", "H", "H", "H", "H", "H", "H", "C", "S", "O", "C", "H", "H", "H", "H", "H", "H", "C", "S", "O", "C", "H", "H", "H", "H", "H", "H", "C", "S", "O", "C", "H", "H", "H", "H", "H", "H", "C", "S", "O", "C", "H", "H", "H", "H", "H", "H", "C", "S", "O", "C", "H", "H", "H", "H", "H", "H", "C", "S", "O", "C", "H", "H", "H", "H", "H", "H"], "coordinates": [[-1.8344, -3.4248, 2.0448], [-0.8994, -2.1935, 2.3384], [-1.1438, -1.1464, 1.2042], [-1.2873, -1.6868, 3.7612], [-0.4965, -2.5257, 4.8209], [1.0212, -2.1074, 4.9452], [2.5914, -3.6475, 4.7879], [-1.8868, -4.0801, 2.9232], [-1.3427, -3.9811, 1.2307], [-2.8272, -3.0747, 1.7475], [0.1249, -2.5916, 2.2848], [-2.0300, -1.4598, 0.6433], [-1.2565, -0.1207, 1.5678], [-0.2902, -1.1926, 0.5225], [-2.3379, -1.9591, 3.9020], [-1.1778, -0.6012, 3.9014], [-0.6401, -3.5910, 4.5941], [-0.9909, -2.3486, 5.7944], [1.4301, -1.0075, 5.1012], [-5.6538, 0.1887, 6.9116], [-4.4590, -1.1517, 6.7679], [-3.6564, -0.8953, 5.5364], [-5.6594, -2.4330, 6.3628], [-5.1095, 1.1073, 7.1228], [-6.2021, 0.2976, 5.9757], [-6.3407, -0.0236, 7.7313], [-6.2078, -2.1549, 5.4624], [-6.3461, -2.5643, 7.1994], [-5.1189, -3.3616, 6.1883], [-0.8805, 4.5378, 3.2684], [-2.4735, 3.7186, 3.1106], [-3.3424, 4.2092, 4.2247], [-1.8867, 2.0795, 3.5746], [-1.0182, 5.5968, 3.0596], [-0.4962, 4.4140, 4.2798], [-0.1821, 4.1179, 2.5489], [-1.4434, 2.1141, 4.5711], [-1.1504, 1.7369, 2.8471], [-2.7359, 1.3972, 3.5798], [1.2629, -1.8300, -3.2268], [-0.4837, -1.4058, -3.1446], [-0.7187, -0.7181, -1.8401], [-1.0785, -3.0966, -2.9718], [1.8380, -0.9085, -3.2990], [1.5569, -2.3709, -2.3257], [1.4492, -2.4394, -4.1111], [-0.6344, -3.5517, -2.0854], [-0.8182, -3.6706, -3.8613], [-2.1615, -3.0695, -2.8629], [4.0357, -3.4304, -7.5811], [2.2942, -3.0003, -7.4976], [2.0617, -2.3063, -6.1932], [1.6969, -4.6898, -7.3136], [4.6125, -2.5096, -7.6565], [4.3271, -3.9688, -6.6783], [4.2063, -4.0458, -8.4691], [2.1400, -5.1445, -6.4275], [1.9586, -5.2641, -8.2029], [0.6136, -4.6591, -7.2046], [-1.1473, -7.1196, -0.4559], [-2.2620, -7.9929, -1.5710], [-1.9238, -7.5646, -2.9590], [-3.7493, -7.0999, -1.0834], [-0.1390, -7.4946, -0.6215], [-1.1750, -6.0491, -0.6623], [-1.4397, -7.3120, 0.5767], [-3.6114, -6.0313, -1.2515], [-3.9604, -7.2933, -0.0314], [-4.5764, -7.4610, -1.6917], [4.4647, 5.1100, 2.6982], [2.8729, 4.2841, 2.5336], [2.0010, 4.7723, 3.6425], [3.4603, 2.6447, 2.9966], [4.3203, 6.1684, 2.4900], [4.8426, 4.9855, 3.7134], [5.1669, 4.6906, 1.9774], [3.9023, 2.6776, 3.9930], [4.1948, 2.3034, 2.2669], [2.6086, 1.9665, 2.9976], [0.0440, 3.8412, 7.4854], [1.1400, 5.2548, 7.2645], [2.2553, 5.1091, 8.2449], [-0.0026, 6.4771, 7.9350], [0.5763, 2.9473, 7.1647], [-0.2306, 3.7453, 8.5365], [-0.8485, 3.9734, 6.8711], [-0.2734, 6.2111, 8.9575], [-0.8933, 6.5230, 7.3071], [0.4956, 7.4447, 7.9301], [2.1916, 2.1189, -4.2059], [3.8911, 1.7594, -3.7265], [4.3974, 2.9335, -2.9592], [4.5795, 1.8662, -5.3883], [1.5793, 2.1419, -3.3056], [2.1432, 3.0881, -4.7029], [1.8276, 1.3343, -4.8712], [4.3792, 2.8520, -5.8089], [4.1370, 1.0899, -6.0137], [5.6546, 1.7099, -5.3211], [1.9485, -4.2845, -11.5464], [3.2040, -5.5448, -11.2610], [4.1416, -5.0063, -10.2295], [4.0159, -5.3693, -12.8586], [1.3437, -4.1951, -10.6453], [2.4256, -3.3279, -11.7608], [1.3144, -4.5871, -12.3798], [4.3597, -4.3429, -12.9880], [3.3173, -5.6381, -13.6510], [4.8685, -6.0452, -12.8821], [-1.5646, 9.3394, 2.3441], [-2.2496, 7.9343, 1.4474], [-1.2559, 7.5470, 0.4062], [-3.5567, 8.8599, 0.6218], [-0.6980, 8.9935, 2.9049], [-1.2584, 10.1142, 1.6406], [-2.3127, 9.7291, 3.0351], [-3.1220, 9.6655, 0.0294], [-4.2416, 9.2647, 1.3675], [-4.0950, 8.1762, -0.0316]], "atomic_forces_ev_per_a": [[1.381, 0.328, -0.033], [-1.570, 0.066, -0.054], [0.658, -0.903, 0.402], [0.603, -1.000, -0.309], [0.119, 0.598, 0.053], [-0.319, -0.977, -0.197], [-0.579, 0.628, 0.075], [-0.148, 0.036, -0.239], [-0.563, -0.057, 0.058], [0.115, -0.199, 0.110], [-0.070, 0.420, 0.260], [0.144, 0.475, -0.044], [-0.026, -0.219, -0.047], [-0.331, 0.292, -0.106], [0.083, 0.535, 0.042], [0.103, -0.397, -0.021], [0.185, 0.227, 0.110], [0.271, 0.011, -0.084], [-0.007, 0.052, 0.018], [-0.064, 0.039, -0.026], [0.010, 0.082, -0.084], [-0.223, -0.039, 0.216], [-0.070, -0.026, -0.062], [0.065, -0.053, -0.018], [0.062, -0.044, -0.027], [0.039, -0.029, 0.014], [0.053, 0.060, -0.001], [0.036, 0.017, 0.021], [0.064, 0.052, 0.026], [-0.209, -0.012, 0.069], [0.014, 0.079, 0.000], [0.178, -0.089, 0.011], [-0.018, -0.037, 0.082], [-0.057, -0.034, -0.062], [0.005, -0.059, -0.023], [-0.032, 0.004, -0.012], [-0.024, 0.065, 0.004], [-0.020, 0.075, -0.030], [-0.018, 0.048, 0.003], [0.020, -0.182, 0.109], [0.136, 0.089, 0.020], [0.066, -0.164, -0.241], [-0.015, -0.117, 0.065], [-0.075, 0.031, -0.020], [-0.118, 0.070, 0.077], [-0.032, 0.134, -0.038], [0.036, 0.058, 0.008], [0.014, 0.040, -0.007], [0.017, 0.086, -0.014], [0.121, -0.060, 0.004], [0.185, -0.099, 0.006], [0.015, -0.119, -0.156], [-0.084, -0.035, 0.037], [-0.104, 0.045, 0.011], [-0.106, 0.047, 0.048], [-0.078, 0.145, 0.152], [0.039, 0.059, -0.001], [0.069, 0.040, 0.002], [0.019, 0.073, 0.000], [0.037, 0.074, 0.043], [0.059, 0.082, -0.146], [-0.067, 0.020, 0.285], [-0.037, 0.090, 0.022], [-0.047, -0.058, -0.057], [-0.065, -0.023, -0.060], [-0.020, -0.024, -0.018], [0.067, -0.023, -0.026], [0.026, -0.029, -0.010], [0.065, -0.053, -0.029], [0.089, 0.007, 0.073], [-0.019, 0.033, 0.012], [0.334, -0.111, -0.050], [0.065, -0.030, 0.094], [-0.086, -0.034, -0.023], [-0.081, -0.030, 0.016], [-0.056, -0.010, -0.033], [-0.032, 0.070, 0.003], [-0.036, 0.030, -0.035], [-0.034, 0.067, -0.038], [-0.099, -0.041, 0.051], [0.150, 0.014, -0.015], [-0.270, 0.000, -0.072], [-0.103, 0.000, 0.099], [0.068, 0.066, -0.026], [0.052, 0.049, 0.005], [0.020, 0.031, -0.017], [0.049, -0.041, -0.009], [0.031, -0.029, -0.033], [0.069, -0.052, -0.037], [-0.080, 0.034, -0.050], [-0.017, 0.113, 0.089], [-0.095, -0.180, -0.210], [0.003, 0.032, -0.109], [0.081, -0.032, 0.040], [0.083, 0.008, 0.029], [0.046, -0.033, 0.023], [-0.023, 0.017, 0.076], [-0.018, -0.023, 0.057], [-0.023, -0.007, 0.085], [0.012, 0.083, -0.008], [0.010, 0.027, -0.063], [-0.174, -0.083, -0.327], [0.058, 0.052, -0.034], [0.041, -0.048, 0.014], [0.059, -0.039, 0.027], [0.014, -0.048, 0.017], [-0.026, 0.006, 0.078], [-0.024, -0.026, 0.043], [-0.036, -0.022, 0.076], [0.021, 0.112, 0.002], [0.128, -0.086, -0.124], [-0.192, 0.165, 0.190], [-0.038, 0.096, -0.037], [-0.027, -0.080, -0.037], [-0.012, -0.058, -0.051], [-0.013, -0.047, -0.003], [0.070, -0.039, 0.018], [0.016, -0.040, 0.022], [0.058, -0.060, 0.041]], "e_homo_ev": -8.2, "energy_ha": -6052.21582, "charge": 0, "largest_force_ha_per_bohr": 0.03057, "lumo_energy_ev": 0.35}

2.
{"formula": "C3H3NO", "method": "ωB97M-V/def2-TZVPD", "elements": ["C", "C", "C", "N", "O", "H", "H", "H"], "coordinates": [[-0.6436, -1.1265, 0.0398], [0.5280, 0.6335, -0.5343], [0.2028, -0.1268, 0.6809], [-0.8160, 0.0998, -0.5218], [-1.0414, -2.2309, 0.0761], [0.5652, 1.7141, -0.4571], [1.2268, 0.2101, -1.2484], [-0.0218, 0.8267, 1.9649]], "atomic_forces_ev_per_a": [[0.974, -1.490, 0.588], [0.684, 0.596, -0.538], [0.229, -1.108, -1.010], [-0.764, 1.477, -0.366], [-0.658, -0.514, 0.016], [-0.057, -0.004, 0.184], [-0.032, -0.057, 0.007], [-0.377, 1.100, 1.119]], "e_homo_ev": [-6.3, -11.5], "energy_ha": -245.79012, "multiplicity": 3, "charge": 0, "relative_energy_ev": 4.331, "largest_force_ha_per_bohr": 0.03645, "lumo_energy_ev": [0.89, -3.46]}